The following is a quantum chemistry calculation of 2 unconnected molecules or ions with the total composition C4Br2O2S, from OMol25.

The geometry in XYZ format:
```
9
Properties=species:S:1:pos:R:3:forces:R:3
O 1.227 -1.830 1.694 -0.6904 0.9981 -0.6059
C 1.119 -0.782 1.139 0.7636 -0.0679 -0.5114
Br 2.272 0.745 1.660 -0.3229 -0.3008 0.1321
C 0.413 -0.393 -0.081 -0.0003 1.2995 -2.0958
C 0.098 0.105 -1.173 1.1897 -1.7583 3.4336
Br -0.531 0.409 -2.793 -0.1197 0.3691 -0.4824
O -2.370 -0.769 0.027 0.2921 -1.2496 -0.6315
C -1.977 -1.691 -0.575 -1.8192 2.7297 1.9679
S -1.539 -2.891 -1.388 0.7071 -2.0199 -1.2067
```
Positions in Å, forces in eV/Å.

Computed properties:
Frontier orbital gap, eV: 9.585
HOMO energy, eV: -10.17
2S+1: 1
Energy relative to the best compared isomer or geometry (same formula, charge and spin), eV: 0.474



The following is a quantum chemistry calculation of a molecular structure, C4Br3ClO, from OMol25.

The geometry in XYZ format:
```
9
Properties=species:S:1:pos:R:3:forces:R:3
C 1.714 -0.062 0.655 -2.7588 -0.1900 -0.3537
C -0.812 -0.701 0.440 -4.1198 -0.3283 -0.9563
C 0.436 -0.216 0.586 2.7771 0.2021 0.2918
C -1.978 0.009 0.249 0.8494 -1.9792 -0.1199
O 1.053 0.947 1.331 0.5424 1.4750 0.8211
Cl 3.182 -0.291 0.050 1.7986 -0.2158 -0.2662
Br -0.881 -2.573 0.252 0.3650 -0.5094 0.1579
Br -1.908 1.805 -0.124 -0.1266 0.5911 0.1378
Br -3.634 -0.938 -0.053 0.6728 0.9545 0.2875
```
Positions in Å, forces in eV/Å.

Computed properties:
Frontier orbital gap, eV: 7.305
HOMO energy, eV: -7.98
2S+1: 1



The following is a quantum chemistry calculation of a molecular structure, C4Cl2GaO4Tl, from OMol25.

The geometry in XYZ format:
```
12
Properties=species:S:1:pos:R:3:forces:R:3
Ga 6.057 -4.402 -1.582 -2.2788 0.8452 1.8825
Tl 1.697 -1.022 -0.128 -1.0630 0.2396 0.4384
Cl 4.214 -3.489 -0.782 2.2662 -1.3518 -0.5508
Cl -0.448 -0.792 -1.608 0.2557 0.6493 0.1378
C -0.198 1.600 -0.497 -3.3451 2.7217 0.5491
C 7.809 -5.367 -1.767 6.4355 -3.2573 -2.3931
C 6.052 -3.840 -3.475 0.1736 2.5854 -8.6139
O -0.953 2.434 -0.272 3.0200 -3.0371 -0.8510
O 8.781 -5.829 -2.206 -5.6369 2.6262 2.8080
O 6.072 -3.494 -4.586 -0.1873 -2.0296 6.5872
O -1.059 -1.397 2.596 3.3540 0.3980 -3.4571
C -0.252 -1.300 1.782 -2.9940 -0.3897 3.4630
```
Positions in Å, forces in eV/Å.

Computed properties:
Frontier orbital gap (alpha / beta), eV: 6.610 / 7.242
HOMO energy (alpha / beta), eV: -26.27 / -25.81
2S+1: 1
Energy relative to the best compared isomer or geometry (same formula, charge and spin), eV: 0.397
Charge: +4



The following is a quantum chemistry calculation of a gas-phase ion, C4ClO3 (charge -1), from OMol25.

The geometry in XYZ format:
```
8
Properties=species:S:1:pos:R:3:forces:R:3
C -0.431 -0.974 -0.280 0.2369 0.3298 0.8452
C -0.005 0.010 0.826 0.7735 -1.1436 0.5358
C 0.223 -0.179 -1.215 0.8888 -0.2400 -1.3618
C -0.116 1.268 0.498 -2.2565 0.1322 -1.7207
O -1.280 -1.876 -0.207 0.1877 0.3200 -0.1420
O 1.172 -0.049 -1.961 -0.9163 0.0204 0.5776
O -0.587 2.306 0.195 0.9193 0.9430 0.6336
Cl 1.024 -0.506 2.144 0.1666 -0.3618 0.6323
```
Positions in Å, forces in eV/Å.

Computed properties:
Frontier orbital gap (alpha / beta), eV: 6.260 / 6.258
HOMO energy (alpha / beta), eV: -2.80 / -2.80
2S+1: 1
Energy relative to the best compared isomer or geometry (same formula, charge and spin), eV: 1.985
Charge: -1



no.,strongest force on any atom (hartree/bohr)
1,0.079
2,0.082
3,0.175
4,0.055